1.
This record from the Open Molecules 2025 dataset describes a molecular structure, C45H46BrClN2O2PRuTe. The level of theory is ωB97M-V/def2-TZVPD.

Results
spin multiplicity: 2
net charge: +2
LUMO (spin up / spin down): -5.94 / -6.05 eV
gap between HOMO and LUMO (spin up / spin down): 5.89 / 5.78 eV
highest occupied orbital energy (spin up / spin down): -11.8 / -11.8 eV

```
100
C45H46BrClN2O2PRuTe, DFT ωB97M-V/def2-TZVPD
C -1.472 2.483 -1.236
H -3.893 1.739 7.694
H 1.295 3.617 -0.987
C -1.877 2.050 -2.514
C 1.090 -2.948 -5.838
C 0.189 -4.472 -0.823
C 3.390 3.639 -1.627
H -2.241 5.045 0.896
C -3.329 1.312 5.667
C 3.910 -2.409 0.797
H -3.448 -4.344 -2.132
N 3.613 2.512 1.113
C -5.586 1.787 6.378
H 1.891 -1.750 -7.429
C -2.703 2.724 -3.345
C -2.910 4.425 -1.650
H -2.644 -6.325 -0.887
H -7.082 1.760 4.839
C 1.986 -0.727 -5.553
H -3.341 5.353 -1.293
C 1.104 -1.938 -3.647
H -0.320 -6.409 -0.056
Cl 2.107 0.561 -3.193
C -3.777 1.158 4.359
C 4.767 -3.069 -1.354
C 4.847 3.382 -1.184
H 2.363 4.517 0.104
H 5.152 4.121 -0.433
Br -1.281 0.290 -2.967
H -3.878 -1.914 0.702
H 0.206 1.613 1.582
C -1.979 -5.488 -1.057
H -3.431 -3.558 1.204
H 1.865 -1.770 0.841
H -6.287 2.026 7.168
H -1.696 0.528 6.853
C -0.674 -5.536 -0.590
C 4.804 1.693 0.774
C 3.532 -2.815 -1.931
Te -0.983 0.221 4.263
C -1.798 4.120 0.546
C -2.433 -4.374 -1.758
H -2.986 2.327 -4.311
C 2.585 2.401 0.251
C -5.131 1.322 4.069
C -4.241 1.625 6.673
H -3.861 4.539 -3.551
H -1.145 -3.972 2.017
C -1.490 -1.144 0.617
C -2.785 0.833 3.264
H 0.028 -2.634 2.030
Ru 0.672 0.212 -1.013
H 4.056 -2.248 1.858
H 2.444 0.166 -5.959
H 4.652 1.234 -1.335
H -3.693 -2.295 2.427
H 3.864 3.476 1.271
H -1.231 -2.708 3.271
H -0.878 3.644 2.408
C 4.956 -2.867 0.008
C -0.262 -3.355 -1.520
C 1.675 -1.807 -6.371
C -2.055 3.694 -0.780
H 6.238 1.755 -0.830
C -0.426 2.170 0.902
N -1.894 -2.144 1.360
C -0.588 1.759 -0.388
H 0.370 -3.911 -4.060
C -3.312 -2.498 1.426
H 4.595 0.645 0.964
H 3.123 2.890 -2.377
O 2.167 1.258 -0.044
P 0.856 -1.985 -1.854
C 1.689 -0.811 -4.209
C 2.280 3.634 -0.531
H 5.581 -3.432 -1.968
C 2.477 -2.357 -1.139
H -3.151 0.022 2.633
C -3.211 3.970 -2.899
H 5.921 -3.069 0.456
H 3.336 4.604 -2.131
C -6.032 1.636 5.073
H -5.480 1.199 3.048
H 5.598 2.005 1.449
C -1.859 1.157 5.981
C 5.174 1.952 -0.697
C 2.673 -2.149 0.228
H 3.394 -2.981 -2.992
H -1.373 2.117 6.143
H 5.472 3.591 -2.052
C 0.813 -3.016 -4.479
H 1.212 -4.515 -0.468
C -1.579 -3.308 -1.992
H 0.853 -3.787 -6.479
C -1.001 -2.912 2.226
H -1.937 -2.453 -2.549
H -2.258 -0.692 -0.019
H -2.585 1.698 2.633
C -1.037 3.352 1.377
O -0.326 -0.669 0.636
```


2.
This record from the Open Molecules 2025 dataset describes a molecular structure, C4H13NO2. The level of theory is ωB97M-V/def2-TZVPD.

Results
spin multiplicity: 1
LUMO: 0.62 eV
gap between HOMO and LUMO: 8.09 eV
highest occupied orbital energy: -7.5 eV

```
20
C4H13NO2, DFT ωB97M-V/def2-TZVPD
O -1.909 1.251 -0.765
H 2.186 1.816 1.311
H 0.119 -0.150 -1.960
H -0.444 -1.720 -1.340
N 0.026 -0.255 0.116
C -1.656 0.207 0.121
H -0.517 -1.967 1.227
H -3.081 -0.721 -0.872
C 0.255 -0.894 -1.176
H -1.117 1.499 -1.255
O -2.499 -0.868 -0.112
H 1.900 2.310 -0.418
H -1.838 0.573 1.142
H 0.048 -0.584 2.171
H 1.290 -1.229 -1.226
C 0.208 -1.148 1.254
H 2.941 0.932 -0.028
C 2.069 1.497 0.281
H 1.239 -1.500 1.255
H 0.780 0.951 0.271
```


3.
This record from the Open Molecules 2025 dataset describes C17H16N4O3 in the gas phase. The level of theory is ωB97M-V/def2-TZVPD.

Results
spin multiplicity: 1
LUMO: -0.70 eV
gap between HOMO and LUMO: 7.67 eV
SMILES string: Cc1ccc(C(=O)NCCc2nc3ccccc3[nH]2)cc1[N+](=O)[O-]
highest occupied orbital energy: -8.4 eV

```
40
C17H16N4O3, DFT ωB97M-V/def2-TZVPD
H -0.911 2.037 -2.827
O 4.471 1.726 1.253
H 2.088 -3.308 0.636
H 3.884 -3.394 2.055
H 4.507 -1.901 2.783
H -5.029 0.246 2.341
C 3.342 -1.623 1.009
H -2.664 3.408 -1.754
C 4.292 -2.408 1.845
C 1.322 -1.577 -0.335
O -0.091 -0.112 -2.355
H 0.479 -2.089 -0.772
H -2.078 0.185 -2.109
H 2.754 1.488 -0.220
H 5.244 -2.521 1.327
C -4.532 -2.369 0.210
C -4.671 -0.316 1.494
N -2.656 0.424 -1.315
C -4.996 -1.643 1.310
C -1.979 2.845 -1.114
O 5.585 -0.064 1.645
H -1.770 3.461 -0.237
C -3.860 0.287 0.539
N -3.369 1.566 0.460
C -2.665 1.609 -0.635
C 1.474 -0.212 -0.575
C -3.728 -1.790 -0.751
C -3.402 -0.456 -0.575
C 2.232 -2.254 0.450
H -3.370 -2.348 -1.604
H -4.812 -3.408 0.111
H -5.625 -2.141 2.033
N 0.254 1.772 -1.163
C 0.477 0.473 -1.448
C 2.566 0.441 -0.032
H -0.222 3.530 -2.159
H 0.655 2.178 -0.332
C -0.693 2.576 -1.902
C 3.490 -0.255 0.743
N 4.597 0.518 1.252
```


4.
This record from the Open Molecules 2025 dataset describes 2 unconnected molecules or ions with the total composition C3H8S2. The level of theory is ωB97M-V/def2-TZVPD.

Results
spin multiplicity: 1
LUMO: 0.74 eV
gap between HOMO and LUMO: 9.59 eV
SMILES string: C=C.CSS
highest occupied orbital energy: -8.8 eV

```
13
C3H8S2, DFT ωB97M-V/def2-TZVPD
C 1.461 1.660 -0.670
H -3.323 -0.645 0.913
H -0.380 -0.899 1.237
C -2.692 -0.467 0.072
C -3.249 0.331 -0.822
H 2.541 2.018 -0.691
H 0.883 2.277 0.009
H -1.863 -1.248 -0.216
H 0.943 1.740 -1.696
S 0.958 -0.674 1.316
S 1.217 -0.207 -0.604
H -3.867 1.222 -0.527
H -2.850 0.479 -1.900
```


5.
This record from the Open Molecules 2025 dataset describes 2 unconnected molecules or ions with the total composition C29H36O2. The level of theory is ωB97M-V/def2-TZVPD.

Results
spin multiplicity: 1
LUMO: -2.87 eV
gap between HOMO and LUMO: 2.28 eV
highest occupied orbital energy: -5.2 eV

```
67
C29H36O2, DFT ωB97M-V/def2-TZVPD
C -0.377 1.912 -2.218
C -0.908 -4.720 1.009
O 0.290 -1.343 0.602
C -2.417 -1.696 -0.240
C -0.811 4.992 0.991
C 4.115 -3.518 1.008
H -4.424 -2.938 1.013
H 2.170 -0.972 2.263
C -3.175 4.355 1.066
H -3.517 -4.170 0.115
C -0.565 3.919 0.151
H 0.458 3.729 -0.171
H -2.235 1.321 -1.372
H 5.033 -2.916 1.009
C 2.992 -1.694 2.257
H 2.426 3.391 -3.540
H 2.588 1.169 -6.005
C -2.384 -1.711 2.262
H -3.383 -1.176 -0.243
C -0.958 -3.342 0.980
C -2.931 3.338 0.181
H -1.565 -0.983 2.270
H -1.837 -5.296 1.023
C 0.312 -5.402 1.006
H -2.331 -2.312 -1.145
C -0.298 0.692 -2.960
O -2.479 6.230 2.314
C -1.431 2.051 -1.284
C -1.620 3.092 -0.338
C 1.564 -3.327 0.978
C 0.582 2.925 -2.537
H 2.932 -2.317 3.157
H 3.717 1.813 -4.798
C -3.503 -3.536 1.010
H -1.100 -0.041 -2.845
H -4.163 4.529 1.486
H -3.757 2.724 -0.176
C 1.521 -4.702 1.007
H 2.957 -2.297 -1.143
H 3.254 0.089 -4.784
C 0.299 -2.582 0.857
H -2.313 -2.337 3.160
H 0.327 -6.490 1.013
C 0.742 0.458 -3.839
C 2.894 1.110 -4.953
C 1.646 2.645 -3.379
H 0.458 3.934 -2.148
H 0.794 -0.478 -4.395
H 4.136 -4.156 1.900
H -3.343 -1.180 2.274
H -1.116 7.753 1.807
H 3.988 -1.155 -0.228
C 2.911 -2.571 1.003
H -3.514 -4.174 1.903
H 4.135 -4.152 0.113
H -2.017 7.884 3.358
H 0.008 5.650 1.295
H -1.605 -0.962 -0.239
H -0.644 6.730 3.216
C 1.751 1.412 -4.037
C -2.303 -2.585 1.005
H 2.203 -0.956 -0.245
H 3.950 -1.160 2.260
C -1.484 7.207 2.689
C 3.025 -1.679 -0.240
C -2.129 5.226 1.469
H 2.462 -5.256 1.022
```


6.
This record from the Open Molecules 2025 dataset describes 2 unconnected molecules or ions with the total composition C11H17NO2. The level of theory is ωB97M-V/def2-TZVPD.

Results
spin multiplicity: 1
LUMO: 0.73 eV
gap between HOMO and LUMO: 9.15 eV
highest occupied orbital energy: -8.4 eV

```
31
C11H17NO2, DFT ωB97M-V/def2-TZVPD
H -2.626 -1.658 -1.757
C -1.689 -2.091 0.260
C 1.047 -0.036 0.418
H -0.979 -0.988 2.136
C -1.712 -1.559 -1.199
C -1.287 -0.850 1.082
O 1.774 -0.372 1.600
O 1.888 0.558 -0.552
H -2.652 -2.480 0.649
C -2.298 0.304 1.001
C 1.968 3.015 -0.123
C -0.197 -0.401 0.106
H -3.341 -0.133 0.992
H 3.010 1.590 0.853
H 2.745 3.815 0.081
H -0.574 0.343 -1.953
H -3.122 0.495 -0.937
H -0.986 -2.137 -1.700
N 2.447 -2.368 -0.667
H -2.022 1.847 -0.581
H 2.884 -1.466 -0.833
H 1.361 3.291 -0.983
H 1.193 -0.855 2.165
H 1.333 3.247 0.763
C -2.196 0.770 -0.401
C 2.677 1.677 -0.172
H -0.974 -2.921 0.349
H -2.093 1.129 1.636
H 3.504 1.667 -0.913
C -1.062 -0.128 -1.093
C 1.975 -3.303 -0.226
```


7.
This record from the Open Molecules 2025 dataset describes 2 unconnected molecules or ions with the total composition C3H10N2O2. The level of theory is ωB97M-V/def2-TZVPD.

Results
spin multiplicity: 1
LUMO: 0.74 eV
gap between HOMO and LUMO: 10.60 eV
SMILES string: C[C@H](N)C(N)=O.O
highest occupied orbital energy: -9.9 eV

```
17
C3H10N2O2, DFT ωB97M-V/def2-TZVPD
H 3.118 1.485 -0.620
C -0.577 -0.425 -0.568
H -1.584 1.500 -0.414
N -1.799 -1.113 -0.562
H -2.156 -1.290 -1.503
C 0.058 -0.426 0.871
H -1.805 -2.079 -0.175
O 1.274 -0.469 1.070
H 1.878 0.690 -1.183
H -0.519 -0.683 2.706
C -0.648 1.067 -0.902
O 2.414 1.483 -1.320
H 0.195 1.697 -0.727
H -1.868 -0.485 1.593
N -0.913 -0.386 1.856
H 0.145 -0.921 -1.175
H -0.924 1.166 -1.972
```


8.
This record from the Open Molecules 2025 dataset describes a molecular structure, C31H42BIrN7O8. The level of theory is ωB97M-V/def2-TZVPD.

Results
spin multiplicity: 2
net charge: +2
LUMO (spin up / spin down): -5.48 / -8.27 eV
gap between HOMO and LUMO (spin up / spin down): 7.90 / 5.10 eV
highest occupied orbital energy (spin up / spin down): -13.4 / -13.4 eV

```
90
C31H42BIrN7O8, DFT ωB97M-V/def2-TZVPD
N -3.496 6.209 -2.078
H 0.663 0.419 4.453
C -2.800 -4.951 -0.456
H -0.649 -2.823 -4.527
H 1.181 1.750 0.940
C -1.590 -4.437 0.009
C 0.487 -1.438 -3.467
H 4.184 -0.705 -2.853
H 4.792 1.564 -2.227
H -2.798 -0.776 4.327
H -1.291 5.351 1.671
H 0.794 -1.345 4.572
B 1.917 -0.292 -0.195
C 4.869 1.312 -1.170
H -3.145 6.140 3.098
O -3.597 -8.878 0.293
H 5.406 -1.333 -1.746
H -5.226 7.006 2.139
H 0.209 4.998 -0.492
H 4.030 0.433 2.617
H 0.243 -4.827 1.060
H -1.729 -2.140 4.729
H -2.194 3.289 -2.892
H 0.990 -2.651 -5.155
C -3.119 -6.275 -0.215
H 0.638 3.416 1.041
H 0.688 -3.556 -3.632
C 0.545 -0.518 3.909
N -0.449 1.170 -1.084
O 0.398 -1.500 -2.233
C 0.713 -0.155 -4.177
H -1.478 -0.553 5.476
C 4.028 0.092 -0.874
C -1.274 -3.023 -0.260
C 0.402 -2.701 -4.241
C -0.429 4.775 -1.343
O -1.771 -9.107 1.419
H -2.718 -0.764 0.748
O -1.973 -2.275 -0.954
C -1.226 -0.526 2.254
N -0.647 3.313 -1.394
H 3.740 -1.920 -1.638
O -0.348 -0.071 1.422
O 2.605 0.423 -1.120
C -4.451 6.659 1.471
C -3.600 6.268 -0.698
H -4.046 -6.712 -0.557
H 5.994 -1.194 0.758
C 4.360 -1.042 -1.831
H -5.551 7.118 -0.325
H 1.948 2.987 -0.077
N -0.853 -0.676 3.496
H 3.540 1.621 1.399
O 2.635 -0.835 0.809
H -1.993 0.569 -2.474
H 5.239 1.164 1.561
C -2.213 -7.050 0.485
O -0.175 -2.528 0.298
H -2.954 -1.793 2.169
H 4.558 2.175 -0.585
C 4.216 0.791 1.604
H 4.880 -1.745 2.010
H -3.479 -4.310 -1.000
N -2.363 5.737 -2.385
H -0.339 -7.223 1.492
C -2.215 5.709 1.234
H 1.198 -0.536 3.043
C -0.001 2.375 -0.697
C 4.963 -1.494 0.953
N -2.553 -8.472 0.747
H -0.003 -0.048 -4.994
C -4.643 6.725 0.111
C 1.006 2.649 0.357
C -1.442 1.385 -2.037
H 4.741 -2.385 0.372
H 1.702 -0.210 -4.640
C -2.422 5.777 -0.144
H -3.298 -0.064 2.263
N -1.656 5.473 -1.239
C -1.560 2.710 -2.243
C -0.693 -5.240 0.711
C -3.253 6.158 2.022
C -1.779 -1.063 4.564
H 0.678 0.698 -3.507
H 0.068 5.080 -2.262
Ir -0.067 -0.705 -0.450
C -1.006 -6.566 0.954
H 5.917 1.106 -0.948
C -2.629 -0.810 1.830
C 4.020 -0.356 0.628
```


In kJ/mol, the energy above the lowest of the compared OMol25 structures with the same formula, charge and spin values for the records above are, in order, 187.43 324.53 328.09 209.64 51.16 370.69 92.25 27.19.